Record 1
10
Properties=species:S:1:pos:R:3 method="wB97M-V/def2-TZVPD" e_above_lowest_kcal_mol=10.2 homo_energy_ha=-0.3202 smiles="S=CNC=C(Cl)Cl"
S -3.218 0.379 -0.133
C -1.566 0.548 0.040
N -0.721 -0.518 0.200
C 0.676 -0.692 -0.001
C 1.647 0.201 0.012
Cl 1.328 1.920 0.014
Cl 3.280 -0.172 -0.116
H -0.947 1.490 -0.110
H -1.289 -1.391 0.151
H 0.810 -1.764 -0.057


Record 2
49
Properties=species:S:1:pos:R:3 method="wB97M-V/def2-TZVPD" e_above_lowest_kcal_mol=73.5 total_charge=-1 homo_energy_ha=-0.2466
Br 0.398 0.220 -0.016
C 2.551 1.387 3.740
O 2.103 0.391 4.278
N 3.335 2.226 4.347
N 2.323 1.823 2.505
H 3.660 1.765 5.185
H 3.890 2.984 3.976
H 1.718 1.274 1.911
H 2.829 2.621 2.150
C 1.478 -2.546 -3.082
O 1.945 -2.993 -4.065
N 1.385 -1.316 -2.732
N 1.055 -3.208 -2.048
H 1.692 -0.783 -3.533
H 0.954 -1.020 -1.868
H 0.675 -2.678 -1.277
H 1.256 -4.197 -2.019
C 4.869 0.731 -1.326
O 5.827 0.767 -2.050
N 4.721 0.134 -0.144
N 3.734 1.402 -1.588
H 3.840 -0.149 0.260
H 5.558 -0.346 0.153
H 2.829 1.114 -1.243
H 3.856 1.931 -2.439
C -3.073 1.089 -3.066
O -2.490 1.854 -3.862
N -4.126 0.388 -3.408
N -2.531 0.735 -1.938
H -4.550 0.165 -4.297
H -4.688 0.210 -2.588
H -1.584 0.989 -1.695
H -2.874 -0.036 -1.384
C -2.742 1.935 2.105
O -3.587 2.366 2.823
N -1.744 2.594 1.789
N -2.844 0.808 1.484
H -1.579 3.392 2.387
H -1.062 2.253 1.127
H -3.604 0.142 1.498
H -2.057 0.575 0.897
C -3.065 -2.463 0.653
O -3.545 -2.004 -0.386
N -1.781 -2.539 0.973
N -3.844 -2.942 1.589
H -1.211 -1.841 0.517
H -1.525 -3.008 1.830
H -4.829 -2.969 1.366
H -3.543 -3.224 2.511